Entry 1:
117
Properties=species:S:1:pos:R:3:forces:R:3 method="wB97M-V/def2-TZVPD" spin_multiplicity=2 e_homo_ev=-8.00 e_tot_ha=-3005.87293 s2=0.75 homo_lumo_gap_ev=7.23 lumo_energy_ev=-0.8 fmax_ev_per_a=1.67
C 2.3698 -0.1389 1.2173 0.3855 -0.1751 0.2160
C 3.3514 1.0034 0.9171 -0.9091 -0.2868 -0.9214
C 3.3759 1.1084 -0.6115 -0.4789 -0.0850 0.4967
C 2.8078 2.3408 1.4381 0.5469 -0.1532 0.6224
C 2.9998 2.6284 2.9356 0.0138 -0.1329 -0.4206
C 2.6717 4.1155 3.1632 0.6781 -0.4545 -0.4237
C 3.7275 5.1002 2.6717 -0.8106 0.9451 0.6457
C 3.1521 6.5296 2.5703 -0.0556 -0.4480 0.0216
C 2.1942 6.9370 3.6714 0.0833 0.6871 -0.0765
O 0.8435 6.6777 3.3139 -0.3445 -0.5382 0.2539
C 2.0313 1.8122 3.8064 -0.1194 0.3797 -0.1762
C 0.5573 2.1272 3.5997 0.1372 -0.3970 0.4825
C -0.2767 1.0970 4.3432 -0.2363 0.3402 -0.5787
S -2.0291 1.6134 4.4586 0.1175 0.2730 0.1463
C -2.9319 0.3191 3.6216 -0.3372 -1.3901 0.8629
S -3.7667 -0.7530 4.5183 -0.1996 0.4633 -0.0276
N -2.9917 0.2313 2.2337 0.6043 1.0258 -0.2599
C -1.7883 0.7232 1.5685 -0.1899 -0.2265 -0.3344
C -1.9098 0.4039 0.1018 0.1897 0.3463 -0.3216
O -3.1244 0.8465 -0.4818 -0.1891 -0.3775 -0.1133
C -3.9059 1.6239 0.3857 -0.0022 0.2805 0.3006
C -4.1908 0.9511 1.7131 -0.0793 -0.4049 0.1153
C 4.4408 2.2922 3.3420 -0.5161 -0.3281 -0.0588
C 5.0141 0.9628 2.8154 1.1346 -0.5664 0.7666
C 6.5405 1.0677 2.9775 -0.3735 0.0632 0.1305
C 4.6020 -0.2579 3.6829 -0.0111 0.2873 -0.4106
N 4.7399 0.7428 1.3711 -0.3078 1.3151 0.2478
O 5.6208 1.2681 0.5989 0.1162 -0.2875 -0.1118
H 1.3499 0.2076 1.1127 -0.2644 0.2914 -0.0416
H 2.4592 -0.5662 2.2047 0.0315 -0.1718 0.1178
H 2.4940 -0.9124 0.4713 0.1675 -0.4331 -0.0094
H 3.7175 2.0788 -0.9226 0.2794 0.1629 -0.2894
H 2.3525 0.9754 -0.9450 -0.2425 0.1199 -0.2325
H 3.9649 0.3192 -1.0479 0.3045 -0.1887 -0.1907
H 1.7507 2.3931 1.2093 -0.2327 0.0090 -0.2452
H 3.2875 3.1212 0.8622 0.2009 0.3013 -0.0732
H 2.5134 4.2393 4.2278 -0.1294 0.2735 0.3368
H 1.7465 4.3413 2.6523 -0.4341 0.0310 -0.0438
H 4.1051 4.8396 1.6932 0.3874 -0.2595 -0.1146
H 4.5214 5.1576 3.4076 0.4755 -0.2528 -0.0943
H 2.6396 6.6481 1.6219 -0.2302 0.0937 -0.2057
H 3.9552 7.2547 2.5786 0.3852 0.1029 -0.1245
H 2.2989 8.0110 3.8143 -0.0453 0.2428 0.0618
H 2.4650 6.4915 4.6219 0.0018 -0.3254 0.2519
H 0.3591 6.3405 4.0809 0.2063 0.1984 -0.2842
H 2.2816 2.0405 4.8397 0.0406 -0.0376 0.3291
H 2.1682 0.7455 3.6895 0.1091 -0.1916 -0.0986
H 0.3079 3.1088 3.9759 -0.0106 0.3891 0.0716
H 0.2953 2.1108 2.5534 -0.0877 0.0518 -0.3385
H 0.1066 0.9483 5.3415 -0.0785 -0.0198 0.3981
H -0.2284 0.1481 3.8308 -0.0019 -0.4231 0.0243
H -1.6133 1.7849 1.7372 -0.0779 0.1891 0.0244
H -0.9177 0.1895 1.9323 0.0998 -0.1408 0.1427
H -1.8297 -0.6668 -0.0608 -0.0394 -0.2539 0.0093
H -1.0780 0.8652 -0.4277 0.1877 0.1093 -0.1555
H -3.4519 2.6020 0.5444 0.1956 0.1498 0.0465
H -4.8642 1.8082 -0.0759 -0.1979 -0.0011 -0.4171
H -5.0051 0.2432 1.6268 -0.1276 -0.2468 -0.0473
H -4.5043 1.7166 2.4204 -0.0566 0.1792 0.1179
H 4.4564 2.2086 4.4241 0.1721 0.0967 0.3489
H 5.1408 3.0792 3.0955 -0.0360 0.2411 -0.3480
H 6.7718 0.9525 4.0278 0.0601 0.0402 0.3314
H 6.9091 2.0294 2.6649 0.2459 0.2217 -0.3485
H 7.0383 0.2797 2.4361 0.2021 -0.2341 -0.2128
H 3.9596 0.0558 4.4906 -0.4064 -0.1687 0.1400
H 5.4787 -0.6744 4.1513 0.3328 -0.1982 0.0969
H 4.1676 -1.0555 3.0976 -0.2789 -0.1208 -0.0089
N -2.7172 -3.2804 -0.5836 0.0324 0.0350 0.0109
C -1.4797 -3.6128 -1.0713 -0.0417 0.0773 0.0825
C -1.6099 -4.7664 -1.7957 0.0331 -0.0037 -0.0015
C -2.9781 -5.1447 -1.7470 -0.0530 -0.0051 -0.0307
C -3.6355 -4.2081 -0.9933 -0.0061 0.0261 -0.0014
H -2.9237 -2.4787 -0.0133 -0.1132 0.0280 -0.0877
H -0.6172 -3.0013 -0.8618 0.0211 0.0075 -0.0458
H -0.8137 -5.2822 -2.3050 0.0028 -0.0057 -0.0040
H -3.4283 -6.0063 -2.2117 -0.0053 -0.0091 0.0056
H -4.6717 -4.1234 -0.7122 0.0047 -0.0439 0.0534
N -5.6452 -4.6813 -4.0131 -0.0440 0.0115 0.0025
C -6.9887 -4.8882 -4.1649 0.0265 0.0572 0.0073
C -7.1686 -5.7005 -5.2529 -0.0233 -0.0041 0.0074
C -5.8819 -5.9949 -5.7770 0.0264 -0.0916 0.0397
C -4.9634 -5.3546 -4.9887 0.0433 -0.0178 0.0449
H -5.2189 -4.1218 -3.2957 0.0649 -0.0413 -0.0059
H -7.6981 -4.4421 -3.4893 -0.0203 0.0032 -0.0145
H -8.1167 -6.0442 -5.6311 -0.0072 0.0012 -0.0010
H -5.6561 -6.6066 -6.6343 0.0080 0.0049 -0.0103
H -3.8886 -5.3178 -5.0387 0.0045 0.0062 -0.0137
N -1.0013 -3.6521 2.3873 0.1111 -0.0368 0.0468
C -0.0567 -4.6411 2.3893 0.0428 0.0317 -0.0118
C 0.1587 -5.0081 3.6919 0.0018 0.0100 -0.0144
C -0.6950 -4.2121 4.5051 0.0398 -0.0078 -0.0065
C -1.3985 -3.3885 3.6677 0.0043 0.1272 -0.0570
H -1.3562 -3.1937 1.5702 -0.0546 -0.1340 -0.0634
H 0.3757 -4.9967 1.4698 -0.0108 -0.0239 -0.0025
H 0.8483 -5.7654 4.0250 -0.0023 -0.0122 0.0012
H -0.7829 -4.2427 5.5781 -0.0086 -0.0102 0.0038
H -2.1442 -2.6356 3.8518 -0.0175 -0.0596 0.0870
N 5.3529 2.1731 -3.4354 -0.0365 0.0160 -0.0342
C 4.4256 3.1771 -3.3842 0.0688 0.0067 0.0493
C 3.8966 3.3296 -4.6377 -0.0231 0.0048 0.0096
C 4.5281 2.3757 -5.4799 0.0090 -0.0292 -0.0266
C 5.4193 1.6783 -4.7087 0.0451 -0.0177 0.0399
H 5.8995 1.8498 -2.6567 -0.0460 -0.0008 0.0325
H 4.2238 3.6959 -2.4635 0.0027 0.0509 -0.0184
H 3.1412 4.0436 -4.9196 -0.0033 0.0048 -0.0022
H 4.3487 2.2199 -6.5303 -0.0028 -0.0039 -0.0053
H 6.0925 0.8758 -4.9561 0.0014 -0.0009 -0.0203
N -5.9970 -1.9639 -9.5522 0.0165 -0.0001 -0.0082
C -5.3919 -1.8927 -8.3260 -0.0266 0.0116 -0.0224
C -5.7400 -3.0128 -7.6195 0.0263 0.0935 0.0037
C -6.5866 -3.7916 -8.4529 -0.0227 -0.0023 -0.0756
C -6.7251 -3.1193 -9.6380 -0.0011 0.0239 -0.0030
H -5.9194 -1.2745 -10.2763 0.0068 -0.0113 0.0032
H -4.7686 -1.0551 -8.0639 0.0020 0.0012 0.0167
H -5.4245 -3.2512 -6.6184 -0.0200 -0.0338 0.0098
H -7.0404 -4.7363 -8.2084 0.0006 -0.0033 0.0283
H -7.2760 -3.3623 -10.5302 -0.0120 -0.0119 0.0033

***

Entry 2:
141
Properties=species:S:1:pos:R:3:forces:R:3 method="wB97M-V/def2-TZVPD" de_lowest_kcal_mol=118.7 e_homo_ev=-6.26 e_tot_ha=-5950.71671 homo_lumo_gap_ev=3.27 lumo_energy_ev=-3.0 fmax_ev_per_a=6.25
O -1.9365 -27.4240 2.3644 0.3106 0.0862 -0.1284
V -2.1562 -28.6054 1.3540 -1.6204 -1.7808 2.1719
O -3.6948 -28.4963 0.8877 1.5744 -0.2434 -0.0846
O 2.8652 -27.3807 2.1018 -1.8730 -2.5185 0.5140
V 2.0231 -28.7475 1.9639 1.4909 0.5687 -2.6126
O 3.0641 -29.8457 1.4465 -1.9267 1.7857 1.3161
C -0.0869 -29.6413 -0.2724 -0.7471 0.8855 0.8774
O -1.5238 -29.8679 -0.4669 1.2474 0.7057 -1.2207
O -0.0113 -29.0457 1.0243 2.0641 -0.9587 -1.1484
C 0.6353 -30.9629 -0.6144 0.9660 -0.1129 2.5924
F 0.5923 -31.8478 0.4482 0.3699 1.0091 -1.7868
F 0.0265 -31.4839 -1.6559 0.4273 -0.7230 -0.4781
F 1.9820 -30.7325 -0.9488 -2.1653 -0.4562 0.4432
C -1.9390 -29.4933 -1.8335 -1.9501 0.1574 -0.9829
C -3.3382 -29.9668 -2.2124 -2.0263 -0.7159 2.0101
H -4.1795 -29.3092 -1.9936 0.4310 0.9945 -0.1541
H -3.5577 -30.3720 -3.2002 0.8337 -0.0609 -0.0904
H -3.6668 -30.7083 -1.4842 0.3965 -0.8381 -0.1591
H -1.4221 -29.9850 -2.6576 1.3619 0.4378 0.7284
H -2.0379 -28.4105 -1.9102 1.0945 0.0870 0.1102
H 0.3159 -28.9581 -1.0202 -0.3076 0.3881 -0.1782
C -5.0213 -29.9503 3.3800 -1.3351 -0.1233 -0.1451
C -3.9525 -30.4223 4.4230 -0.6224 -1.2242 -0.9747
C -4.7167 -31.2805 5.4736 -0.2886 -0.4471 -0.5025
C -5.0614 -32.6832 4.9620 0.3782 -0.4296 0.7989
C -3.8022 -33.4181 4.4466 -0.7019 0.7789 -0.4448
C -3.0725 -32.6318 3.3135 1.9570 1.0436 1.2049
N -2.8238 -31.2171 3.8094 0.9669 0.1926 -0.0703
O -1.8588 -30.4493 2.9874 -2.1877 0.3998 -0.2337
C -3.7393 -32.6746 1.9552 -0.1487 -1.0646 0.1783
C -1.6127 -33.3397 3.1333 -1.4912 1.0862 -1.0337
C -3.3800 -29.2814 5.1704 0.8373 1.7000 0.6782
H -5.0767 -28.8946 3.1146 0.7078 0.0247 0.0325
H -6.0304 -30.1359 3.7480 -0.1322 0.1139 0.8205
H -5.1695 -30.5216 2.4637 1.1387 0.0546 -0.1646
H -5.6190 -30.8063 5.8597 -0.4919 0.5555 -1.0252
H -4.2587 -31.2651 6.4625 1.2521 -0.7940 -0.2342
H -5.8757 -32.8046 4.2477 0.1265 0.9184 -0.5798
H -5.5427 -33.1750 5.8073 0.4503 -0.5714 0.3090
H -4.1057 -34.3763 4.0248 0.1076 -0.1934 0.0178
H -3.1204 -33.6043 5.2763 0.1213 0.1020 -0.0706
H -3.1165 -32.1186 1.2545 -0.1748 -0.1247 -0.1849
H -4.7886 -32.3909 1.8738 0.1591 0.3829 0.3356
H -3.7571 -33.7462 1.7566 0.1547 -0.0835 -0.8248
H -1.0062 -33.4625 4.0307 -0.4085 -0.0118 0.0911
H -1.0461 -32.7607 2.4041 0.0614 0.4467 0.2685
H -1.7625 -34.2607 2.5699 -0.1245 -0.4999 0.5552
H -3.9655 -28.9808 6.0393 -0.7089 0.0734 -0.2429
H -3.2641 -28.4103 4.5256 0.2601 0.0590 0.1220
H -2.4323 -29.4996 5.6627 0.2780 -0.3301 -0.5261
C -6.0963 -26.4888 -1.3219 -0.3213 2.5732 2.2710
C -5.1908 -25.1673 -1.0425 -0.3892 -2.2500 -2.3594
C -4.9714 -24.3032 -2.2857 0.4240 1.3337 0.3110
O -5.4552 -22.9690 -1.9171 0.5063 -1.2779 1.1539
C -5.8534 -23.0357 -0.6028 -3.1353 4.5238 -0.4122
O -6.4197 -22.0364 -0.0840 2.5800 -4.0413 -1.1949
O -5.7685 -24.2619 -0.1204 -0.0400 -0.4889 1.0219
H -5.9410 -27.1339 -2.1867 0.5341 0.3873 0.1722
H -7.1054 -26.0768 -1.3146 -0.2787 -0.0303 -0.6932
H -6.1205 -26.9990 -0.3590 0.4927 -0.6950 -0.2767
H -4.1869 -25.4816 -0.7568 -0.3703 -0.0376 0.7966
H -5.4558 -24.5191 -3.2379 0.0841 -0.4950 0.2569
H -3.8825 -24.2749 -2.3259 -0.0150 0.4185 -0.9825
C 4.3696 -32.1337 -2.6438 -1.6018 -0.2417 -0.3009
C 3.7367 -31.9257 -4.0127 -0.0310 -0.2951 1.7115
C 3.1166 -30.5472 -4.2196 -3.2368 -2.3216 4.2749
O 3.6555 -30.0481 -5.3134 1.9910 0.9957 -2.6562
C 4.7144 -30.8453 -5.6359 3.8298 2.7543 -4.0924
O 5.5340 -30.5267 -6.5060 -2.4918 -0.8663 2.1169
O 4.8472 -31.8801 -4.8630 -0.0120 -0.7184 -0.9292
H 4.8851 -33.0892 -2.7402 0.3949 0.2736 0.5947
H 3.5533 -32.2020 -1.9247 0.2033 -0.2329 0.2703
H 4.9615 -31.2566 -2.3820 0.3720 -0.3495 -0.0518
H 3.0706 -32.7472 -4.2762 0.0730 -0.0680 -0.1897
H 3.2659 -30.0642 -3.2540 0.6423 1.1315 -0.2187
H 2.0302 -30.6157 -4.2759 -0.1208 -0.0688 -0.4774
C 1.6634 -24.1027 0.4797 1.9292 -0.1605 -1.1427
C 0.2209 -23.8506 0.6375 0.0162 -0.8380 1.1102
C -0.4163 -23.1733 -0.5457 -0.7669 0.9122 0.4325
O -1.4183 -24.0813 -0.9560 -0.8397 -1.4834 -1.0362
C -1.2919 -25.2893 -0.3347 0.7926 0.9933 1.4954
O -1.9322 -26.2840 -0.4906 -0.2071 0.0357 -0.9223
O -0.3552 -25.1803 0.6206 -0.4199 0.0637 -0.1744
H 1.7408 -24.3655 -0.5753 0.4618 -0.0708 -0.2650
H 2.0985 -24.9697 0.9768 -0.5463 0.0777 0.5411
H 2.3546 -23.2747 0.6370 -0.3515 0.2970 0.1295
H -0.0466 -23.3672 1.5771 -0.1011 -0.1659 0.0440
H 0.2754 -22.9285 -1.3517 -0.0552 -0.2317 -0.0842
H -0.9549 -22.2781 -0.2347 0.2156 0.1618 -0.1654
C -2.1643 -26.9730 -6.8795 -0.9518 -0.7629 0.7250
C -2.1803 -28.4803 -6.3420 0.0425 0.8941 -1.6260
C -2.5148 -29.5504 -7.3917 -1.0802 0.6765 0.0201
O -1.4966 -30.5517 -7.2508 0.1251 -0.1460 -0.4668
C -0.4729 -30.0766 -6.5184 1.8729 -1.2522 0.9626
O 0.6040 -30.6792 -6.2612 -4.4708 2.7830 -1.0057
O -0.8759 -28.8503 -6.0629 3.6294 -0.5398 1.5463
H -1.3064 -26.6202 -7.4518 0.2492 -0.9553 -0.1420
H -2.2343 -26.2250 -6.0897 -0.1519 -0.3414 0.3927
H -3.0478 -26.8206 -7.4994 -0.0820 -0.0401 -0.0612
H -2.7960 -28.6637 -5.4615 -0.0176 0.5973 0.1629
H -2.5694 -29.0701 -8.3687 0.5714 -0.5179 -0.3350
H -3.5041 -29.9641 -7.1965 0.2495 -0.4272 -0.0374
C -0.2787 -33.8034 -4.2989 -0.0420 -0.8076 0.0033
C -1.1796 -34.7603 -3.4757 0.9268 1.2750 -1.4718
C -1.0009 -34.5810 -2.0213 2.2957 0.0859 2.0879
O -2.0738 -33.8359 -1.5003 -1.5259 -0.5412 -1.4104
C -3.0348 -33.9322 -2.4383 -4.9051 2.5028 -0.8397
O -4.2157 -33.4948 -2.2878 5.1045 -2.0418 -0.6945
O -2.5507 -34.4112 -3.6786 -0.8311 0.0465 2.3273
H -0.4689 -33.9348 -5.3641 -0.2396 0.2872 0.0220
H 0.7585 -34.1138 -4.1722 0.1282 -0.0750 0.1882
H -0.3321 -32.7563 -4.0007 -0.3377 -0.0299 -0.0266
H -0.8939 -35.7726 -3.7618 -0.7761 -0.1457 -0.2085
H -0.1263 -33.9621 -1.8209 0.2602 -0.3322 0.0748
H -0.9043 -35.5111 -1.4612 -0.1180 -0.0658 -0.0268
C 1.8895 -25.5195 -4.2510 -0.1648 -1.4579 -1.6511
C 2.3098 -26.9406 -3.7530 0.5655 1.4184 -0.8682
C 3.8303 -27.0953 -3.5991 -0.0288 2.2483 -2.6654
O 4.0979 -27.6308 -2.3967 -3.6519 -0.5922 4.8054
C 2.8357 -27.3479 -1.6660 1.5304 -3.0671 4.1991
O 2.6038 -27.5974 -0.4807 1.6193 0.5055 -2.5608
O 1.8708 -26.9749 -2.4245 -0.5732 0.0102 -0.2016
H 2.0678 -25.5396 -5.3261 0.3769 0.4575 -0.1373
H 2.4194 -24.6879 -3.7866 0.3573 -0.4216 0.1318
H 0.8294 -25.2696 -4.2085 -0.1472 -0.5717 0.4802
H 2.0789 -27.8787 -4.2576 -1.4654 0.5103 -0.4265
H 4.1730 -26.0631 -3.5257 0.9160 0.0599 -1.0304
H 4.2170 -27.7529 -4.3776 0.3586 0.6181 -0.2001
C -6.9319 -32.0963 -4.5347 1.4325 1.4304 2.1652
C -7.2081 -33.2792 -3.6910 -2.8394 -0.5844 -0.2114
C -8.7024 -33.7082 -3.7750 0.9039 -0.7979 0.2590
O -8.5595 -35.1786 -3.7257 0.2479 1.1754 -0.8272
C -7.3125 -35.4909 -4.1919 1.3953 -3.1491 -0.1524
O -6.9693 -36.6526 -4.5071 -1.1640 4.7169 1.0590
O -6.4687 -34.3772 -4.1599 -1.2401 -2.2939 -0.2721
H -6.6131 -32.2624 -5.5637 -0.4848 0.0444 0.2089
H -6.1271 -31.7330 -3.8955 1.1397 0.6383 -1.0483
H -7.6362 -31.3056 -4.2761 -0.6005 -0.0865 -0.9322
H -7.0634 -33.1115 -2.6237 0.7706 0.0654 -0.0687
H -9.2377 -33.3291 -4.6456 0.2920 -0.6453 -0.5914
H -9.2944 -33.3094 -2.9512 0.2255 -0.5943 0.4026